Record 1
Below is one molecule with the formula C3H3NO in a non-equilibrium geometry, with properties calculated with ωB97M-V/def2-TZVPD.

```
8
Properties=species:S:1:pos:R:3
C 1.18 0.08 -0.09
C -0.87 -0.35 -0.27
C -0.08 0.74 0.25
N 0.29 -0.87 0.32
O 2.32 0.25 -0.18
H -1.84 -0.55 0.15
H -0.91 -0.70 -1.28
H -0.08 1.40 1.11
```

## Properties
E_LUMO (eV): 0.8
Energy (eV): -6693.8099
Strongest force on any atom (hartree/bohr): 0.06018
Spin multiplicity: 1
Energy relative to the best compared isomer or geometry (same formula, charge and spin) (eV): 2.682

natural (NBO) charges in e: C 0.626; C -0.248; C -0.162; N -0.340; O -0.517; H 0.209; H 0.198; H 0.234



Record 2
Below is a 2-piece molecular cluster, C3H3NO overall in a non-equilibrium geometry, with properties calculated with ωB97M-V/def2-TZVPD.

```
8
Properties=species:S:1:pos:R:3
O 0.23 1.65 0.01
C -0.67 0.85 0.10
C -1.14 -0.40 -0.05
N 0.79 -1.42 -0.15
C 1.69 -0.71 -0.32
H -1.82 1.10 0.17
H -1.61 -0.99 0.72
H 2.54 -0.08 -0.48
```

## Properties
E_LUMO (eV): 0.2
Energy (eV): -6692.4372
Strongest force on any atom (hartree/bohr): 0.02943
Spin multiplicity: 1
Energy relative to the best compared isomer or geometry (same formula, charge and spin) (eV): 4.055

natural (NBO) charges in e: O -0.583; C 0.257; C -0.201; N -0.339; C 0.169; H 0.219; H 0.226; H 0.252



Record 3
Below is a 2-piece molecular cluster, C3H3NO overall in a non-equilibrium geometry, with properties calculated with ωB97M-V/def2-TZVPD.

```
8
Properties=species:S:1:pos:R:3
C -0.71 -0.99 -0.07
C -0.95 0.10 0.34
C 2.05 -0.62 -1.25
N 2.61 0.42 -1.48
O 1.66 -1.62 -0.85
H -0.86 -1.82 -0.73
H -0.85 1.21 0.74
H 2.55 1.26 -2.10
```

## Properties
E_LUMO (eV): 0.9
Energy (eV): -6694.2395
Strongest force on any atom (hartree/bohr): 0.09541
Spin multiplicity: 1
Energy relative to the best compared isomer or geometry (same formula, charge and spin) (eV): 2.252

natural (NBO) charges in e: C -0.242; C -0.268; C 0.870; N -0.799; O -0.506; H 0.242; H 0.257; H 0.445



Record 4
Below is one molecule with the formula C3H3NO in a non-equilibrium geometry, with properties calculated with ωB97M-V/def2-TZVPD.

```
8
Properties=species:S:1:pos:R:3
O 0.55 1.11 -0.12
C -0.80 0.69 -0.07
C -0.80 -0.67 -0.01
N 0.51 -1.09 0.14
C 1.23 -0.03 0.04
H -1.46 1.52 0.16
H -1.53 -1.46 -0.20
H 2.31 -0.07 0.05
```

## Properties
E_LUMO (eV): 1.1
Energy (eV): -6696.1026
Strongest force on any atom (hartree/bohr): 0.02796
Spin multiplicity: 1
Energy relative to the best compared isomer or geometry (same formula, charge and spin) (eV): 0.389

natural (NBO) charges in e: O -0.416; C 0.028; C -0.116; N -0.470; C 0.328; H 0.219; H 0.230; H 0.196



Which formula does entry 3 have? C3H3NO



The lowest energy belongs to which entry? number 4



What is the spin multiplicity in the fourth record? 1